1.
The molecule C5H6N2 at a distorted geometry. Source: OMol25; level of theory: wB97M-V/def2-TZVPD.

Summary:
Largest force on an atom: 3.630 eV/Å
HOMO (alpha / beta): -7.672 / -7.777 eV
Energy above the lowest of the compared OMol25 structures with the same formula, charge and spin: 143.5 kcal/mol

```
13
Properties=species:S:1:pos:R:3:forces:R:3
C 0.33951 -0.21744 1.20410 -0.44 0.36 -1.76
C -1.28049 1.35488 1.04294 -1.22 0.48 3.03
C 1.11122 -0.37817 0.10717 0.38 1.00 -0.53
C -1.27888 1.48207 -0.25186 0.27 0.63 -1.25
C 1.24084 -1.51533 -0.77811 1.50 -0.17 -0.66
N -0.52104 0.47957 1.81883 -0.70 0.84 -0.02
N -1.39935 1.51906 -1.46539 -0.01 -0.24 -0.41
H 0.67438 -1.01901 1.74682 1.43 -2.66 2.02
H -1.98270 1.88578 1.75215 0.64 -0.06 -1.66
H 2.19131 -1.63910 -1.31633 -0.17 1.06 -0.31
H 0.42514 -1.57568 -1.46397 -0.76 0.22 -0.65
H 1.26449 -2.47486 -0.34419 -0.73 -1.31 1.52
H -0.78441 2.09822 -2.05215 -0.19 -0.15 0.67
```
Forces are in eV/Å.

These are the Löwdin partial charges, in e, on atoms 1 to 4: -0.305 -0.181 0.061 -0.181

2.
A cluster of 2 separate species, C2H8N in total at a distorted geometry. Source: OMol25; level of theory: wB97M-V/def2-TZVPD.

Summary:
Largest force on an atom: 6.305 eV/Å
HOMO: -16.685 eV
Net charge: +1
Energy above the lowest of the compared OMol25 structures with the same formula, charge and spin: 110.3 kcal/mol

```
11
Properties=species:S:1:pos:R:3:forces:R:3
C -1.66052 0.74362 -0.58456 -0.61 0.10 0.19
N 1.64930 -1.17159 0.16506 -2.83 0.82 1.05
C 0.89704 0.05589 0.44229 5.78 -2.50 -0.35
H -2.27745 0.48676 0.27741 -0.22 0.12 -0.30
H -1.77728 1.78736 -0.91708 0.38 -0.36 0.44
H -0.61922 0.60788 -0.14339 0.66 -0.21 0.00
H 1.42193 0.75619 -0.20942 -1.94 0.96 -0.52
H -1.80880 0.07837 -1.42963 0.21 -0.21 0.16
H 2.07579 -1.51982 1.03176 -0.64 0.04 0.16
H 1.02330 0.13492 1.50837 -1.27 1.35 0.50
H 1.07590 -1.95959 -0.14081 0.49 -0.10 -1.32
```
Forces are in eV/Å.

These are the Löwdin partial charges, in e, on atoms 1 to 4: 0.068 0.093 0.164 0.060

3.
A structure of composition C30H41Cl2N2O2OsP3 at a distorted geometry. Source: OMol25; level of theory: wB97M-V/def2-TZVPD.

Summary:
Largest force on an atom: 5.563 eV/Å
HOMO (alpha / beta): -9.579 / -13.988 eV
2S+1: 5
Net charge: +2

```
81
Properties=species:S:1:pos:R:3:forces:R:3
P 1.04455 1.47042 -4.45669 0.67 -0.45 1.72
C 2.78285 1.71258 -4.84964 0.41 0.12 -0.16
C 3.36039 1.15649 -6.00611 -0.09 0.17 0.18
H 2.77215 0.49644 -6.64687 0.22 0.21 0.14
C 4.68146 1.46428 -6.33711 -0.06 0.04 0.14
H 5.12065 1.04012 -7.24211 -0.11 0.14 0.31
C 5.42902 2.31733 -5.51936 -0.27 -0.07 0.06
H 6.45714 2.56044 -5.78364 -0.26 -0.06 0.06
C 4.85951 2.86164 -4.36236 -0.15 -0.10 0.02
H 5.43615 3.53152 -3.72270 -0.14 -0.23 -0.21
C 3.54108 2.55811 -4.02226 -0.01 -0.07 -0.21
H 3.08110 2.98092 -3.12627 0.24 0.00 -0.23
C 0.45749 0.08091 -5.44229 -0.22 -0.29 -0.44
C 1.03987 -1.18485 -5.22816 -0.26 0.10 -0.06
H 1.87286 -1.28439 -4.52675 -0.32 0.03 -0.17
C 0.55878 -2.29836 -5.91819 0.23 0.26 0.11
H 0.98934 -3.28096 -5.71087 -0.13 0.31 -0.19
C -0.44088 -2.13986 -6.88288 -0.09 0.13 0.08
H -0.79318 -3.00533 -7.44313 0.08 0.22 0.12
C -0.97832 -0.87683 -7.14160 -0.02 -0.01 0.02
H -1.73705 -0.74360 -7.91568 0.25 -0.11 0.24
C -0.54651 0.23432 -6.41497 0.31 -0.08 0.24
H -0.96222 1.22441 -6.62033 0.07 -0.33 0.07
C 0.17053 2.97995 -4.91771 -0.22 0.57 -0.14
C 0.54068 3.64138 -6.10716 -0.17 -0.07 0.09
H 1.33383 3.22647 -6.73362 -0.21 0.16 0.16
C -0.09894 4.82398 -6.48110 0.01 -0.20 0.15
H 0.19651 5.32682 -7.40363 -0.11 -0.14 0.31
C -1.11142 5.35559 -5.67416 0.05 -0.23 0.11
H -1.61354 6.27592 -5.96891 0.12 -0.22 0.07
C -1.47502 4.71299 -4.48702 0.13 -0.14 -0.06
H -2.26640 5.11593 -3.85266 0.28 -0.03 -0.22
C -0.82397 3.54011 -4.09472 0.15 -0.07 -0.15
H -1.07460 3.06186 -3.14454 0.05 0.16 -0.24
Os 0.05316 -0.05403 -0.25588 0.64 0.67 1.71
C -1.76607 -0.88245 -0.56452 -0.90 -0.38 -0.65
C -2.21844 -0.95657 -1.83766 0.18 0.33 0.17
H -2.34421 -1.26900 0.28328 0.22 -0.06 -0.30
C -1.35809 -0.26475 -2.87568 0.32 0.00 -0.46
O -2.18667 0.74012 -3.50065 0.36 -0.11 -0.30
H -1.66216 1.27018 -4.13621 -0.41 -0.52 0.43
C -0.14738 0.30299 -2.18657 -3.88 -2.08 1.78
H -1.02196 -1.00290 -3.63247 -0.36 0.17 -0.02
C 0.83898 1.07170 -2.63279 3.07 2.50 -3.91
Cl -0.31046 -0.65335 2.03587 -0.43 -0.09 0.20
Cl 2.17817 0.86189 0.42025 -0.09 0.05 -0.30
P 1.24567 -2.01357 -0.32518 1.54 -2.15 -0.08
C 2.12969 -2.51697 1.19209 -0.14 0.15 0.01
H 1.41536 -2.92678 1.91318 0.17 0.12 -0.13
H 2.62068 -1.64248 1.62967 -0.09 -0.19 -0.06
H 2.88232 -3.27313 0.93649 -0.22 0.14 -0.02
C 0.24926 -3.47972 -0.75006 -0.12 0.03 -0.07
H -0.22908 -3.33117 -1.72578 0.10 -0.02 0.18
H -0.52869 -3.61586 0.01035 0.16 -0.01 -0.12
H 0.88562 -4.37382 -0.79019 -0.12 0.24 0.06
C 2.56324 -1.98037 -1.58431 -0.03 0.03 -0.08
H 3.07379 -1.01182 -1.54679 -0.07 -0.20 -0.03
H 2.12947 -2.12765 -2.57963 0.07 0.06 0.22
H 3.28337 -2.78221 -1.37463 -0.19 0.19 -0.08
P -3.76749 -1.70763 -2.38068 1.16 0.74 -0.08
C -4.39813 -2.75558 -1.08224 -0.23 -0.23 0.09
C -3.33722 -2.63336 -3.86117 -0.26 -0.34 -0.11
H -4.61423 -2.14814 -0.19170 0.02 -0.19 -0.27
H -3.66062 -3.53043 -0.82765 -0.22 0.24 -0.10
H -5.32364 -3.23228 -1.43667 0.22 0.10 0.20
H -2.96449 -1.95294 -4.64031 -0.15 -0.10 0.29
H -4.22781 -3.15918 -4.23118 0.24 0.08 0.00
H -2.55487 -3.36793 -3.62200 -0.25 0.19 -0.05
C -4.89268 -0.37913 -2.79554 -0.42 -0.04 -0.01
H -5.01359 0.26611 -1.91541 -0.01 -0.17 -0.21
H -5.86433 -0.79633 -3.09105 0.17 0.17 0.05
H -4.45263 0.21121 -3.60940 -0.13 -0.23 0.25
H 1.59703 1.47688 -1.96358 -0.12 0.19 -0.43
N -0.03360 2.51315 2.16752 -0.18 0.02 -0.35
C -0.85613 2.63197 1.11711 -0.17 0.24 -0.10
N -1.71091 3.67986 1.11474 0.21 -0.22 0.06
O -0.88435 1.84830 0.11270 -0.07 0.95 0.83
H -0.07056 3.20847 2.89854 0.13 -0.28 -0.04
H 0.59512 1.71938 2.24954 -0.22 0.33 -0.05
H -2.37236 3.75850 0.35733 0.17 0.03 0.20
H -1.73860 4.32979 1.88629 -0.15 -0.08 -0.24
```
Forces are in eV/Å.

These are the Löwdin partial charges, in e, on atoms 1 to 4: 1.105 -0.318 -0.075 0.109

4.
The molecule C3H7Cl2P at a distorted geometry. Source: OMol25; level of theory: wB97M-V/def2-TZVPD.

Summary:
Largest force on an atom: 5.283 eV/Å
HOMO (alpha / beta): -6.132 / -10.834 eV
2S+1: 3
Energy above the lowest of the compared OMol25 structures with the same formula, charge and spin: 20.8 kcal/mol

```
13
Properties=species:S:1:pos:R:3:forces:R:3
C 1.88213 -0.23296 0.60095 1.52 -1.67 -1.67
C 0.63456 0.45549 0.07332 -0.68 1.25 0.29
C -0.57303 -0.34103 -0.39541 3.54 -3.81 0.96
P -2.27858 1.08859 -0.86662 -3.73 0.02 0.60
Cl -1.07986 -1.35652 1.01776 -0.44 0.53 -1.09
Cl -0.31504 -1.36275 -1.90700 -0.27 1.01 1.33
H 2.65816 0.36489 1.10058 -0.85 0.46 0.00
H 2.50837 -0.66127 -0.29927 -1.45 0.40 1.60
H 1.59979 -1.03803 1.27038 0.22 -0.24 0.06
H 0.16551 1.10925 0.87780 0.77 -0.33 -1.02
H 0.97611 1.00758 -0.79093 -0.32 0.83 -0.12
H -2.93841 0.97657 0.42196 0.70 0.83 -0.28
H -3.23971 -0.00981 -1.10351 0.99 0.74 -0.66
```
Forces are in eV/Å.

These are the Löwdin partial charges, in e, on atoms 1 to 4: -0.139 -0.444 -1.267 0.688

5.
The molecule H2N2S at a distorted geometry. Source: OMol25; level of theory: wB97M-V/def2-TZVPD.

Summary:
Largest force on an atom: 5.427 eV/Å
HOMO: -10.051 eV
Energy above the lowest of the compared OMol25 structures with the same formula, charge and spin: 13.0 kcal/mol

```
5
Properties=species:S:1:pos:R:3:forces:R:3
N -1.56195 0.47314 -0.00370 5.30 1.07 0.00
N 1.56363 0.47194 -0.00351 -5.32 1.07 0.00
S -0.00035 -0.17197 0.00961 0.02 -0.70 -0.06
H -2.10123 -0.38511 -0.00024 0.27 -0.72 0.03
H 2.09990 -0.38800 -0.00216 -0.27 -0.72 0.03
```
Forces are in eV/Å.

These are the Löwdin partial charges, in e, on atoms 1 to 4: -0.351 -0.350 0.833 -0.065

6.
A cluster of 11 separate species, C34H93N3O14 in total at a distorted geometry. Source: OMol25; level of theory: wB97M-V/def2-TZVPD.

Summary:
Largest force on an atom: 3.826 eV/Å
HOMO: -8.147 eV
SMILES: COCCNCCOC.COCCNCCOC.COCCNCCOC.CCO.CCO.CCO.CCO.CCO.CCO.CCO.CCO
Energy above the lowest of the compared OMol25 structures with the same formula, charge and spin: 24.9 kcal/mol

```
144
Properties=species:S:1:pos:R:3:forces:R:3
C -1.40925 7.98070 -2.75752 -0.38 -0.61 -0.08
O -0.97922 7.20031 -1.63678 -2.31 0.37 -1.07
C 0.37359 7.24219 -1.50898 0.86 -0.43 2.69
C 0.73650 6.73847 -0.08446 1.20 -1.01 -2.42
N 0.32399 5.32295 0.00445 1.05 0.26 0.20
C 0.21124 4.86313 1.37026 -0.96 0.09 0.33
C 1.55471 4.60541 1.98473 -0.11 0.49 -0.46
O 1.46890 4.72716 3.37558 -0.06 0.20 -0.46
C 2.71456 4.44201 3.90464 0.97 0.43 2.15
H -1.42747 9.01526 -2.46868 0.94 0.85 -0.15
H -2.47734 7.85660 -2.93534 0.05 -0.90 -0.06
H -0.82189 7.73656 -3.68381 -0.47 0.45 0.83
H 0.76300 8.24134 -1.52493 0.32 0.78 -0.63
H 0.82376 6.57318 -2.21297 0.76 -0.14 -0.71
H 0.36995 7.39250 0.69983 -0.26 0.01 0.20
H 1.85362 6.77189 -0.14947 -0.68 0.07 0.70
H -0.52064 5.16680 -0.49623 -0.85 0.16 -0.27
H -0.54953 4.05056 1.47060 0.94 0.39 -0.09
H -0.14783 5.68615 1.96243 -0.70 0.46 0.57
H 2.26695 5.36604 1.58226 -0.24 -0.51 0.18
H 1.88804 3.61834 1.73801 0.42 -0.88 -0.34
H 3.57391 4.92197 3.43857 -0.11 0.19 -0.75
H 2.93519 3.38920 3.99624 -0.10 -0.64 -0.28
H 2.76194 4.84530 4.92351 -0.30 -0.15 -0.02
C 2.45883 -5.98516 5.36368 -1.75 0.37 0.24
O 1.44508 -5.50710 4.46365 0.09 -0.17 2.67
C 1.97642 -4.99098 3.31867 -0.30 -0.22 -1.83
C 0.80748 -4.36297 2.59026 -0.65 0.62 -0.79
N -0.11963 -5.40319 2.16297 1.33 0.16 -0.29
C -1.45883 -5.01220 1.83303 0.89 0.72 -0.13
C -2.32639 -4.68844 2.97431 0.11 -0.10 2.19
O -2.64184 -5.88197 3.68741 -0.93 -0.51 1.17
C -3.31149 -5.62050 4.96318 2.00 -2.00 -1.27
H 2.96709 -5.15445 5.92876 -0.13 -0.85 -0.87
H 3.04098 -6.67490 4.78997 1.29 -0.11 -0.14
H 1.90628 -6.61457 6.05804 0.09 0.16 0.38
H 2.32891 -5.85105 2.73296 0.32 0.19 -0.42
H 2.81687 -4.32489 3.47507 0.14 0.49 0.18
H 1.11693 -3.85145 1.65352 0.08 0.14 0.71
H 0.27566 -3.66241 3.27901 0.66 0.03 -0.36
H -0.12954 -6.09126 2.88295 -0.34 -0.67 0.49
H -1.83379 -5.82581 1.29357 -1.16 -1.31 -0.81
H -1.53288 -4.17186 1.14359 0.60 0.23 -0.16
H -3.21142 -4.22923 2.56593 -0.66 0.54 0.29
H -1.78079 -4.06438 3.74019 -0.63 0.19 -1.01
H -2.69877 -4.98587 5.53268 0.45 1.59 0.69
H -3.39374 -6.49532 5.60326 0.52 -0.79 -0.53
H -4.30618 -5.37509 4.84178 -2.04 1.45 -0.52
C -1.80838 2.10662 -0.07922 -0.56 -0.12 -3.07
O -1.82061 0.79269 -0.73608 -0.38 0.43 1.12
C -1.62116 -0.24433 0.26620 -2.32 0.31 -0.58
C -2.91410 -0.82402 0.84858 -0.33 0.70 -2.15
N -3.60825 0.14682 1.68833 -1.06 -0.62 -0.81
C -5.05850 -0.13779 1.93023 0.17 0.34 0.35
C -5.84610 -0.48213 0.66143 2.82 -2.50 0.67
O -5.65070 -1.93499 0.41407 0.21 1.26 -0.54
C -5.53368 -2.25368 -0.98512 0.26 -0.68 0.51
H -0.78945 2.29245 0.19612 0.67 0.29 0.44
H -2.49303 2.16867 0.75602 -0.17 -0.09 0.07
H -2.08508 2.85101 -0.92554 0.29 -1.08 1.53
H -1.15501 0.21765 1.07778 1.58 0.45 1.28
H -1.13301 -1.07880 -0.17350 0.96 -0.41 -0.48
H -2.67427 -1.79597 1.21810 0.29 -0.74 1.31
H -3.51991 -1.15243 -0.00685 -0.03 0.64 0.18
H -3.15876 0.07959 2.57589 0.39 0.30 0.74
H -5.48022 0.80999 2.37197 0.25 -1.09 -0.16
H -5.11335 -1.00095 2.62830 -0.53 0.53 -0.17
H -5.39706 0.07656 -0.12177 0.28 0.56 -1.09
H -6.86794 -0.32898 0.69040 -2.10 0.62 0.40
H -4.72626 -1.66242 -1.51122 -0.86 -0.64 0.51
H -6.50896 -2.11035 -1.45560 0.06 0.19 -0.31
H -5.31097 -3.35893 -1.03288 0.00 1.22 0.01
C -2.24164 -1.93234 -5.19550 -0.21 -0.60 0.80
C -2.70413 -0.71024 -4.43527 0.85 1.00 -0.40
O -2.84219 -0.97369 -3.03324 0.00 -0.18 -0.79
H -1.42630 -2.46779 -4.72389 0.56 0.48 0.29
H -1.90732 -1.62200 -6.16369 0.02 -0.02 -0.74
H -2.98798 -2.72400 -5.25204 -0.48 0.27 -0.33
H -3.64157 -0.34355 -4.86246 -0.27 -0.19 0.17
H -1.97716 0.13653 -4.64588 -0.48 -1.01 0.62
H -2.71707 -0.14916 -2.56336 0.17 0.36 0.50
C 0.68967 0.98923 3.71009 1.72 1.59 -1.54
C 0.16627 -0.38251 3.50138 -0.17 -0.55 1.14
O -1.23797 -0.36652 3.62355 -1.36 -0.10 2.22
H 0.27487 1.63296 2.86704 0.59 -0.63 0.83
H 1.85230 1.00206 3.61457 -2.05 0.13 0.45
H 0.28391 1.46181 4.60943 0.46 -0.22 0.19
H 0.54258 -1.12486 4.23105 0.32 0.28 -0.44
H 0.33703 -0.71888 2.51084 0.57 -0.48 -0.94
H -1.39937 -0.30850 4.61319 -0.06 -0.04 -1.89
C 2.79156 -1.28572 -5.70656 0.23 1.69 0.20
C 1.43831 -0.58524 -5.88666 -0.45 -1.98 -0.73
O 0.78819 -0.34999 -4.64420 -0.48 -0.29 -1.26
H 3.33809 -0.78421 -4.87776 -0.02 0.03 -0.70
H 3.36289 -1.21992 -6.65772 -0.18 -0.34 0.73
H 2.65592 -2.27222 -5.33717 -0.10 -1.10 -0.11
H 0.78411 -1.30207 -6.49296 0.53 0.93 0.94
H 1.56084 0.26531 -6.55668 -0.11 0.62 0.43
H 1.36260 0.16459 -4.08125 0.60 0.36 0.64
C 5.65729 1.98779 -1.01206 -0.03 1.20 0.23
C 4.55906 2.94106 -0.47211 -0.15 -1.10 1.28
O 4.37316 2.67774 1.03584 1.35 -0.79 -2.66
H 5.54326 0.97182 -0.69257 -0.26 -0.52 0.43
H 6.64948 2.34574 -0.72573 -0.12 -0.11 0.29
H 5.69364 1.94939 -2.09705 -0.43 0.24 -0.20
H 3.58851 2.77404 -1.01018 0.86 0.28 0.62
H 4.90041 3.97669 -0.51655 -0.23 -0.07 -0.34
H 3.67125 3.23071 1.32608 -0.91 0.81 0.30
C 1.71006 -1.18019 -1.35156 -0.96 -1.66 -0.17
C 1.58636 0.28468 -1.21886 1.98 0.52 -0.46
O 2.18227 0.89829 -2.42543 -0.84 -0.61 0.93
H 2.71152 -1.57491 -1.20034 0.23 0.16 -0.42
H 1.29697 -1.43936 -2.35381 0.43 -0.23 0.68
H 1.09837 -1.71305 -0.58352 0.20 0.48 -0.54
H 2.18740 0.62908 -0.37076 -0.28 0.21 0.17
H 0.55735 0.52045 -1.08819 -0.86 0.67 -0.14
H 1.93774 1.82843 -2.36461 0.13 0.54 -0.11
C 0.59967 3.08011 -4.34089 0.59 1.71 1.33
C 0.36038 3.92290 -3.09663 1.29 0.12 0.18
O 1.53034 3.77680 -2.24869 0.15 0.16 0.01
H -0.15588 3.25186 -5.06312 -0.49 0.47 -0.98
H 0.52432 2.07449 -4.07513 0.26 -1.71 0.25
H 1.61059 3.38249 -4.62984 -0.21 -0.43 -0.62
H -0.42276 3.55623 -2.48080 -1.39 -0.07 0.11
H 0.23821 4.97624 -3.38285 -0.21 -0.17 0.22
H 1.35438 4.19178 -1.36989 -0.21 -0.08 -0.56
C 4.81762 -1.87501 2.11163 -0.69 0.23 -1.70
C 3.73207 -0.88977 1.55371 1.91 -0.88 0.30
O 3.77350 0.25272 2.39344 -0.82 -0.79 0.10
H 5.00322 -2.70378 1.39210 -0.38 0.17 0.71
H 4.56373 -2.19845 3.11399 -0.09 -0.25 0.03
H 5.73611 -1.32617 2.14682 0.64 0.36 0.21
H 2.78932 -1.39877 1.58290 -0.90 0.01 0.18
H 3.92941 -0.66834 0.47861 0.03 0.13 0.74
H 4.06817 0.98429 1.86706 0.32 1.07 -0.51
C -2.74028 -5.15197 -2.32680 0.95 -0.70 1.24
C -1.58758 -4.18607 -2.08198 0.89 -0.72 0.72
O -2.03097 -3.06144 -1.32044 0.59 -1.00 0.12
H -2.31409 -6.10819 -2.67745 -0.41 0.43 -0.56
H -3.46525 -4.67908 -2.96339 -0.52 -0.26 -0.39
H -3.16938 -5.44291 -1.34221 -0.06 0.54 -0.58
H -1.12458 -3.86098 -3.08654 -0.33 -0.51 1.66
H -0.85821 -4.72352 -1.37917 -0.47 0.74 -1.41
H -2.21974 -2.41817 -1.98384 -0.58 1.44 -0.66
```
Forces are in eV/Å.

These are the Löwdin partial charges, in e, on atoms 1 to 4: -0.080 -0.182 -0.272 -0.154